(1)
The following is a DFT calculation (ωB97M-V/def2-TZVPD) of a cluster of 2 separate species, C4H14NO in total.

The HOMO energy (spin up / spin down) comes out at -21.2 / -21.0 eV. Its frontier orbital gap (spin up / spin down) is 0.515 / 0.199 hartree. The total charge is +2. Its spin multiplicity is 2. The value obtained for the relative energy (zero: lowest compared OMol25 entry of this formula, charge and spin) is 1.6809 eV.

XYZ file:
```
20
Properties=species:S:1:pos:R:3:forces:R:3
H 1.3864 1.3144 -1.2507 0.29 -0.10 0.17
C 0.0270 -0.0760 -2.2578 1.19 -0.78 0.47
H -0.6702 1.1268 -0.0125 0.24 0.19 -0.21
H 0.2820 -1.5644 0.6437 -0.10 -0.13 -0.11
H 0.6691 0.9514 1.0135 0.68 0.14 -0.25
H 1.6322 2.0504 2.8169 -0.13 0.15 -0.13
H 2.2898 0.7241 2.3642 0.25 0.06 0.07
H -0.4140 -0.5937 1.8379 -0.39 -0.18 0.26
H -1.0533 0.0621 -2.1639 0.06 0.54 0.08
H 1.7531 -0.4145 -0.8965 0.06 0.02 0.05
H -2.4373 -0.0703 0.3252 -0.15 -0.17 -0.60
C -1.8977 -1.0148 0.4007 0.32 0.95 1.43
H 0.4336 0.5337 -3.0755 -0.48 -0.11 -0.25
C -0.4619 -0.7566 0.6960 0.51 0.49 -0.80
H -1.9598 -1.7602 -0.4315 -0.04 -0.17 -0.12
C 0.9763 0.3187 -1.0882 -0.99 0.61 -0.48
H 0.1709 -1.1417 -2.4511 -0.03 0.12 -0.24
H -2.4378 -1.5376 1.2197 0.04 -0.45 -0.24
N 0.1141 0.4903 0.1694 -1.13 -0.81 0.93
O 1.5976 1.3579 2.1404 -0.20 -0.35 -0.03
```
Positions in Å, forces in eV/Å.

=====

(2)
The following is a DFT calculation (ωB97M-V/def2-TZVPD) of the molecule C5H8N2O.

The HOMO energy comes out at -8.9 eV. Its frontier orbital gap is 0.360 hartree. The value obtained for the relative energy (zero: lowest compared OMol25 entry of this formula, charge and spin) is 7.1475 eV.

XYZ file:
```
16
Properties=species:S:1:pos:R:3:forces:R:3
C 1.4962 0.1779 0.3768 -3.69 0.58 -0.27
C 0.0134 -0.2598 0.6800 -1.31 1.85 1.06
N 0.7945 1.6318 -0.0620 -0.84 -0.31 0.88
H -0.3342 -0.2694 1.7639 1.11 0.90 -0.63
H 3.4018 -0.4348 -0.4698 -1.37 -0.12 -0.79
C 2.3068 -0.7370 -0.5580 2.18 0.37 3.96
N -2.0075 -0.6883 -0.0897 -2.44 -1.45 -0.25
H 2.3326 -1.7391 -0.0214 -0.37 1.01 -0.68
H 1.8554 0.1969 1.3672 1.40 0.59 0.79
H -2.8586 1.0779 -0.6038 -0.01 0.31 -0.07
H -0.2046 0.0748 -1.1506 -0.43 2.08 0.47
H 1.9552 -0.8771 -1.5163 -0.64 0.00 -2.07
O -0.7638 -1.2493 0.1707 -1.30 -4.21 -0.71
H 0.5811 2.2715 0.7956 1.03 -1.79 -1.50
C -1.9581 0.5684 -0.3265 0.14 -0.90 1.03
C -0.5462 0.7652 -0.2504 6.54 1.10 -1.20
```
Positions in Å, forces in eV/Å.

=====

(3)
The following is a DFT calculation (ωB97M-V/def2-TZVPD) of the molecule C8H11BN4S2.

The HOMO energy comes out at -7.3 eV. Its frontier orbital gap is 0.276 hartree. The value obtained for the relative energy (zero: lowest compared OMol25 entry of this formula, charge and spin) is 1.6367 eV.

XYZ file:
```
26
Properties=species:S:1:pos:R:3:forces:R:3
H 5.0843 -1.2976 0.4303 0.86 -3.58 0.03
N 1.3334 -0.3762 -0.3921 0.64 -0.19 0.37
H -5.6323 0.3640 -0.2739 -0.70 0.96 -2.34
H 5.1782 0.2087 1.0941 0.44 0.39 -0.58
H -0.2206 -2.1602 -0.5004 0.54 -0.10 0.11
H 5.4055 0.0817 -0.7905 0.91 -0.78 1.29
S 2.5630 -2.4952 0.7230 0.23 0.25 0.05
C -2.8083 1.2639 0.4286 3.21 -2.24 -0.90
C -4.9925 0.1764 0.5104 2.42 -5.62 -0.55
N -3.5326 0.0884 0.3166 -0.60 0.41 -1.56
C 3.0578 1.0439 -0.6195 -2.37 -1.21 -0.34
N -1.2000 -0.2715 -0.1314 -3.13 -0.93 -0.19
H -0.6995 1.8322 0.1926 -1.32 -1.45 -0.03
C 4.9844 -0.3342 0.1576 -1.80 3.74 -0.87
H 3.6051 1.9006 -0.7378 1.34 1.76 -0.53
N 3.5741 -0.1362 -0.1522 -2.21 0.02 0.47
C 1.7225 0.8681 -0.8047 -0.50 2.61 -1.13
H -5.0778 0.8133 1.2678 -0.98 2.43 3.24
C 2.4953 -0.9577 0.0472 0.93 -2.79 0.79
B -0.0085 -1.0169 -0.3004 -0.56 0.09 -0.51
H -3.2642 2.1592 0.5732 -1.20 2.27 0.58
S -3.0391 -2.4766 -0.4638 -0.80 -1.25 -0.46
C -2.8337 -0.9452 -0.1689 3.36 1.51 1.21
H 1.0203 1.5457 -1.3349 0.70 -0.53 0.75
H -5.2120 -0.8912 0.7658 -0.43 0.96 0.44
C -1.5027 1.0126 0.1632 1.02 3.27 0.66
```
Positions in Å, forces in eV/Å.

=====

(4)
The following is a DFT calculation (ωB97M-V/def2-TZVPD) of a cluster of 4 separate species, C32H53ClF24NO7P4 in total.

The HOMO energy comes out at -3.7 eV. Its frontier orbital gap is 0.188 hartree. The total charge is -1.

XYZ file:
```
122
Properties=species:S:1:pos:R:3:forces:R:3
H 4.9040 -0.4643 -4.1296 0.06 0.19 -0.08
H 0.6507 -2.8478 -2.7965 -0.04 -0.28 -0.61
H -0.7611 -5.5826 -7.8787 -0.24 -0.06 0.22
F -4.1133 11.7026 2.1771 0.02 0.15 0.21
H 1.7613 0.2512 -3.2411 0.24 0.18 -0.45
C 3.8931 -3.5048 -1.6980 -2.22 -0.37 0.53
H -0.3575 -4.0481 -8.5663 -0.12 0.12 0.06
H 1.7631 -4.9781 3.4513 -0.24 0.01 -0.32
H 1.3732 -0.2092 -4.9124 0.43 -0.17 0.25
H 1.4860 0.8163 2.5218 -0.53 -0.18 -0.12
H 3.1917 -0.2746 1.5145 -0.14 -0.63 0.14
H 3.0158 0.4181 -4.5652 -0.33 -0.27 0.28
H 3.7006 0.7538 -2.1737 0.48 -0.31 -0.13
F -2.1687 5.7760 7.8380 0.24 -0.03 0.29
F -2.4752 2.9599 4.2209 0.10 0.18 0.41
F -2.1534 3.1496 2.0928 0.04 0.28 -0.10
H 0.8361 1.5283 -1.1524 -0.19 -0.46 -0.08
F -5.8932 12.7793 4.0056 0.05 0.20 -0.30
F -0.7334 5.0638 3.3972 0.00 -0.20 0.04
H 3.3888 -6.6075 1.0508 -0.16 0.64 -0.06
O 7.4065 -0.4994 -1.7079 -1.07 -1.50 -0.85
H 5.3460 0.9446 -1.5914 -0.23 -0.70 0.00
F -0.8615 3.3316 7.8378 -0.22 0.10 0.14
F -3.3006 -6.1287 -10.1196 -0.33 0.04 -0.21
C -7.2318 9.8757 5.0400 -0.32 0.52 0.33
C -3.2533 -5.5199 -8.9164 1.52 0.23 -0.10
H -0.2872 0.4220 2.7240 0.51 -0.06 -0.25
H -4.8725 -4.1899 -9.4775 0.13 -0.08 -0.11
H 1.9831 -1.5993 2.7291 -0.10 -0.16 -0.45
P 2.7077 -1.9555 -3.7725 0.96 -0.30 -2.06
H 4.9524 -7.1818 2.4038 0.38 0.29 0.07
F -0.2994 3.6378 5.7621 -0.19 0.04 -0.21
F -5.5702 -5.8185 -8.5601 0.11 -0.21 -0.11
H -3.6248 5.8556 4.7291 0.07 -0.40 0.03
O 4.4570 -0.9994 -0.2029 0.32 -1.10 -0.71
C 5.7921 -6.5920 2.0003 0.42 0.02 -0.65
C 3.4068 -5.8545 -1.0095 -0.22 0.56 0.08
F -7.3505 8.3309 3.2629 0.21 -0.07 -0.07
O 2.6751 -2.4881 0.9268 0.07 0.97 0.80
P 0.5837 -0.3873 0.4984 -1.59 -0.40 0.73
F -4.6206 -4.1661 -7.5163 0.24 -0.02 0.16
H 0.3893 -2.2947 -4.4799 0.24 -0.35 0.11
C 3.3837 -2.0615 -2.0225 -0.36 0.39 -0.03
H 0.2380 1.7899 1.7386 0.13 -0.54 0.00
C 4.6024 -1.1444 -1.6026 0.35 2.00 -0.68
H 5.1171 1.1705 -4.0400 -0.07 -0.04 0.01
H 2.8529 0.4703 -0.2515 -0.12 -0.04 -0.41
C 0.7932 -3.4247 2.1652 0.39 -0.32 -0.36
C -1.1531 -4.5789 -8.0427 0.36 -0.15 -0.54
C -1.7250 -4.6115 -5.4737 0.25 0.02 0.72
C -4.6134 -4.8671 -8.6610 -0.46 0.32 -0.07
H 5.8076 -6.5179 -0.1666 -0.44 0.25 0.17
C -5.7183 7.7265 4.8701 0.25 -0.41 0.30
H -0.3114 -6.3555 3.7660 -0.18 0.46 -0.23
F -2.3635 5.8428 2.1950 -0.37 -0.08 -0.05
C -0.6542 4.2722 6.8882 0.56 -0.17 0.10
C -1.9253 5.1017 6.6924 -0.66 1.06 -0.87
H 1.2130 -5.5345 1.7985 0.46 0.29 0.63
F -8.0070 7.6868 5.2288 0.17 -0.06 0.32
O 2.2757 -1.6272 -1.2323 1.46 0.22 0.04
H 7.5356 -0.2535 -2.6354 -0.12 0.65 -0.02
H -0.8341 1.3172 -0.5799 0.45 -0.38 0.00
F -3.0116 4.3497 6.4677 0.05 -0.38 0.00
C 0.9861 -4.8948 2.6744 -1.64 0.14 -0.30
F -0.1363 -3.2267 -6.4521 -0.05 -0.37 -0.11
H 4.3382 -6.0087 -1.5949 -0.55 0.02 0.14
H -0.2253 0.1611 -1.7752 0.41 0.26 0.32
C -0.4075 -5.4066 3.2042 0.80 0.31 -0.20
F -2.9586 -6.4769 -8.0264 -0.28 -0.05 0.30
H 1.2488 -3.8972 -4.1749 -0.31 0.42 0.03
C -5.7933 11.4497 3.8156 -0.97 -0.20 1.02
H -8.2848 9.9578 5.3112 0.01 -0.10 -0.16
H 6.6355 -7.2883 1.8091 -0.45 0.27 0.17
C 2.1041 -2.5699 2.2158 0.15 -1.51 0.26
O -2.2259 -4.5800 -8.9951 -0.72 -0.13 0.79
F -5.3148 9.8946 2.0798 -0.07 -0.18 0.24
H -0.8324 -4.6045 3.8350 0.01 -0.61 -0.05
H 4.5678 -3.9148 -2.4657 -0.03 0.49 0.29
H 2.2980 -4.8234 -2.5243 -0.01 0.49 0.48
H -3.7787 3.8322 3.0033 -0.01 0.16 0.04
H -2.5353 7.0546 4.1398 0.20 -0.10 -0.06
F -4.8994 11.0108 4.7134 0.30 -0.22 -0.16
C 1.0520 -2.8736 -3.8307 0.75 1.01 1.54
H 2.8212 -3.1580 2.8389 -0.28 0.48 -0.12
C -7.0560 8.4113 4.5770 -0.26 0.56 -0.66
F -2.9142 -5.2292 -5.6020 -0.18 -0.09 -0.43
C -2.0784 5.1522 3.3344 0.65 0.31 0.52
C -2.6992 3.7620 3.1668 -0.27 -0.43 -0.55
H 1.9622 -4.1847 -0.8345 0.24 -0.04 -0.44
C 0.0745 0.7620 -0.8983 0.10 0.37 0.34
C 3.8172 -5.7508 0.4992 1.18 -0.56 -0.82
F -5.7440 6.4503 4.4070 -0.35 0.06 -0.04
H -1.0834 -5.5554 2.3407 0.23 0.03 0.47
C 2.1881 -0.1806 -4.1652 -0.76 -0.50 0.96
C -2.5766 6.0291 4.5058 -0.06 0.42 0.24
O -7.0596 10.9222 4.0783 0.80 -0.60 -0.36
C -1.3395 -3.8043 -6.7179 -0.38 0.27 -0.68
C -5.3545 11.2063 2.3701 0.04 0.03 -0.60
H 5.8922 -4.9307 0.6124 -0.38 -0.32 -0.26
H -6.0423 11.6900 1.6737 -0.08 0.10 0.14
Cl 6.6198 -2.5690 -3.7712 -0.07 0.42 0.01
C 4.7113 0.2888 -2.2154 -1.09 0.64 -0.14
C 0.4991 0.7466 2.0188 0.24 0.69 -0.41
H 0.1763 4.9106 7.1970 -0.12 0.14 0.05
H 4.3563 -3.4530 -0.6931 0.10 0.03 -0.64
H 0.5047 -3.5049 1.0988 0.08 0.33 0.52
H 2.7671 -6.7375 -1.2163 0.22 0.42 0.30
C 5.3744 -5.9076 0.6458 0.15 -0.08 1.01
P 6.3715 -1.8500 -1.8021 0.91 -0.56 1.96
C 2.7272 -4.5420 -1.5426 1.28 -0.96 -0.12
N 5.2966 0.2915 -3.5730 0.09 -0.37 0.35
H -0.0657 -2.9402 2.6667 0.51 -0.14 0.01
P 2.7665 -0.8775 0.2776 -0.11 1.20 -0.49
H 6.1773 -5.8663 2.7382 -0.51 -0.29 -0.17
H -6.6868 10.0829 5.9611 0.27 -0.12 -0.13
F -1.8348 -3.7838 -4.4122 0.07 0.15 -0.17
O -1.7774 6.0686 5.6981 0.15 -0.98 -0.05
H 3.5122 -4.7708 0.9071 -0.10 -0.59 0.01
F -2.2130 -2.7927 -6.9199 -0.17 -0.09 0.12
F -4.6803 8.3350 4.2654 -0.17 0.33 -0.11
H -5.5241 7.6888 5.9458 -0.10 0.08 0.02
H -0.9619 -5.3601 -5.2423 0.07 0.02 -0.12
```
Positions in Å, forces in eV/Å.

=====

(5)
The following is a DFT calculation (ωB97M-V/def2-TZVPD) of the molecule C19H23NO4.

The HOMO energy comes out at -8.2 eV. Its frontier orbital gap is 0.319 hartree. The value obtained for the relative energy (zero: lowest compared OMol25 entry of this formula, charge and spin) is 1.2504 eV.

XYZ file:
```
47
Properties=species:S:1:pos:R:3:forces:R:3
H 3.3198 2.0669 2.1834 0.08 -0.04 0.07
C 4.7053 -1.6604 0.3928 0.11 0.06 0.25
O -3.8247 -0.9280 1.1083 0.16 0.17 0.17
C -2.1270 0.6680 1.0393 -0.28 -0.25 -0.08
H 1.6240 0.6428 -2.0100 0.03 -0.12 0.09
H 4.7031 -1.5100 2.5309 -0.05 0.07 0.11
C -1.6838 0.2653 -1.6463 0.27 0.27 0.06
N 2.2801 0.4314 -1.2708 0.04 -0.16 -0.23
H -3.2360 -1.1767 -1.5754 -0.08 -0.06 -0.02
C -5.8652 -1.0187 -0.2516 0.22 0.02 0.35
H 2.3727 -1.4280 -3.0511 -0.05 0.01 -0.08
H -1.5025 0.1191 -2.7001 0.02 -0.01 -0.12
H -0.5616 2.1001 0.9681 0.05 0.11 0.07
H -6.5048 -1.7436 -0.7586 0.04 -0.03 -0.08
O 1.9072 3.2187 0.9774 -0.10 0.02 -0.19
C -1.1433 1.3938 0.3984 0.17 0.14 -0.17
C -2.6674 -0.4612 -1.0030 -0.18 -0.16 0.15
H -6.0407 0.5143 1.2501 -0.01 0.09 0.08
C 3.7630 -0.6058 0.0175 -0.40 0.15 -0.46
H -5.4162 -0.3715 -1.0075 -0.02 -0.08 -0.09
O 4.9097 -2.6108 -0.3389 0.05 -0.09 -0.03
C 3.0479 -0.6575 -1.1909 0.19 -0.03 0.15
C 5.4205 -1.5402 1.7153 0.12 -0.29 -0.12
O 0.0334 1.8604 -1.7029 -0.05 -0.11 -0.12
H 4.0750 -1.7783 -2.6635 -0.02 -0.04 -0.04
C 1.7443 2.4664 0.0311 -0.26 0.18 -0.12
H 3.5963 0.4296 2.7912 0.04 -0.03 0.08
H 1.3575 3.3473 -1.8834 -0.07 -0.02 0.13
H 6.0154 -0.6313 1.7414 0.02 0.12 0.07
H -7.4345 0.4044 0.1704 -0.09 0.08 0.03
C 2.4415 1.2202 -0.1497 0.56 -0.25 0.63
H -4.2571 -2.4857 -0.1899 0.00 0.03 0.11
C 0.7678 2.8912 -1.0798 -0.03 0.46 0.14
C -6.6887 -0.1727 0.7113 0.11 -0.06 -0.19
H 4.8991 1.3020 1.9844 0.07 0.00 0.07
C -4.7607 -1.7819 0.4849 -0.34 -0.18 -0.39
C -0.9189 1.1996 -0.9584 -0.21 -0.24 -0.08
C 3.8248 1.1263 1.9866 -0.03 0.16 0.14
H 0.1018 3.6588 -0.6668 0.12 -0.11 0.01
H 2.8132 -2.6566 -1.8401 0.00 -0.03 -0.06
C 3.3736 0.5888 0.6772 -0.34 0.17 -0.36
C -2.9041 -0.2653 0.3545 0.22 0.22 0.08
H 6.0731 -2.4008 1.8413 -0.01 -0.01 -0.03
H -2.3087 0.8101 2.0926 -0.02 0.02 0.13
H -7.1973 -0.8049 1.4357 -0.08 -0.03 0.11
C 3.0697 -1.6836 -2.2556 -0.01 -0.11 -0.11
H -5.1966 -2.3515 1.3108 0.05 -0.01 -0.13
```
Positions in Å, forces in eV/Å.

=====

(6)
The following is a DFT calculation (ωB97M-V/def2-TZVPD) of a cluster of 2 separate species, C2H8N2 in total.

The HOMO energy comes out at -9.4 eV. Its frontier orbital gap is 0.377 hartree. The value obtained for the relative energy (zero: lowest compared OMol25 entry of this formula, charge and spin) is 0.1674 eV.

XYZ file:
```
12
Properties=species:S:1:pos:R:3:forces:R:3
C -2.0227 1.9838 1.9732 -0.85 -0.51 0.24
H 1.4957 -1.5919 0.2577 0.25 -0.25 -0.24
H -1.7681 1.0130 1.5533 0.19 0.02 0.04
H 2.8822 -1.4052 -2.9761 0.31 0.14 0.14
H -0.0382 -1.7233 -0.3993 -0.15 0.23 -0.43
H -2.5773 2.5411 1.2249 0.38 0.35 -0.14
H -1.1613 2.4795 2.3929 0.23 0.27 -0.26
N 0.9043 -1.4080 -0.5366 0.12 0.23 0.70
C 1.4870 -1.2917 -1.7726 -0.03 -0.11 0.32
N 2.7039 -1.5856 -1.9903 -0.30 0.04 -0.25
H 0.8295 -0.8360 -2.5096 -0.21 -0.28 -0.24
H -2.7349 1.8243 2.7824 0.05 -0.14 0.12
```
Positions in Å, forces in eV/Å.

=====

For each record above, in turn, the calculated strongest force on any atom values are 1.743, 6.744, 6.145, 2.310, 0.881, 1.019 eV/Å.